(1)
# C6H10O

The molecule C6H10O (ωB97M-V/def2-TZVPD, the OMol25 dataset).

Frontier orbital gap (eV): 9.8
Spin multiplicity: 1
LUMO (eV): 0.94

Each line ends with the Mulliken charge.
Atoms and positions in Å:
C: -0.0402 -0.2726 2.2835  -0.475
O: 0.0310 0.9007 1.4917  -0.465
C: -0.4003 0.6469 -0.1701  0.954
C: -0.8715 1.9742 -0.7805  -1.278
C: -1.1240 -0.6606 -0.2322  -1.169
C: 0.0766 -0.5982 -0.8307  0.766
C: 1.2974 -1.2108 -1.3976  -1.284
H: -0.5508 0.0776 3.2880  0.208
H: 1.0640 -0.5312 2.4244  0.175
H: -0.7583 -0.9370 1.8223  0.225
H: -1.4101 2.6351 0.0044  0.318
H: -1.4887 1.8632 -1.7357  0.302
H: 0.0796 2.5250 -1.0989  0.278
H: -1.8745 -1.2885 0.1886  0.426
H: 2.2030 -0.9916 -0.8309  0.316
H: 1.3431 -0.8392 -2.3736  0.347
H: 1.3129 -2.2519 -1.5338  0.356


(2)
# C3H4N2S

The molecule C3H4N2S (ωB97M-V/def2-TZVPD, the OMol25 dataset).

Frontier orbital gap (eV): 8.2
Spin multiplicity: 1
LUMO (eV): -0.28

Each line ends with the Mulliken charge.
Atoms and positions in Å:
C: 0.3200 -1.4673 0.0577  -0.879
C: -0.5252 -0.2284 0.1040  0.924
C: -1.8314 -0.0497 -0.0195  0.111
N: 1.5824 -1.0595 0.0296  -0.165
N: 0.1350 1.1309 0.0744  -0.651
S: -3.3425 0.2030 0.0885  -0.351
H: 1.7573 -0.0852 -0.1586  0.247
H: 2.2916 -1.7589 -0.0628  0.243
H: 0.0537 1.6235 -0.8399  0.233
H: -0.4410 1.6918 0.7267  0.288


(3)
# C21H47NO2PtSSi2

A structure of composition C21H47NO2PtSSi2 (ωB97M-V/def2-TZVPD, the OMol25 dataset).

Frontier orbital gap (spin up / spin down) (eV): 3.8 / 6.3
Spin multiplicity: 3
LUMO (spin up / spin down) (eV): -0.02 / -0.02

Each line ends with the Mulliken spin population.
Atoms and positions in Å:
O: -1.2448 -2.4699 -3.3795  -0.001
O: -2.4718 -0.5850 -4.7041  -0.014
C: 0.0729 -3.1036 -3.4684  0.018
C: 0.3348 -4.4059 -2.7311  0.001
H: 0.7691 -2.3292 -3.1217  0.003
H: 0.2125 -3.2272 -4.5442  -0.004
H: 0.6057 -4.1910 -1.6812  0.000
H: 1.2141 -4.8441 -3.2213  0.000
H: -0.4711 -5.1434 -2.7758  0.000
C: -1.9942 -2.6281 -2.1456  0.000
C: -3.3933 -3.0558 -2.4268  -0.005
H: -1.9231 -1.6624 -1.6219  -0.007
H: -1.4839 -3.3665 -1.5238  -0.001
H: -3.8738 -2.4002 -3.1386  0.001
H: -3.9626 -3.1417 -1.5053  0.000
H: -3.4355 -4.0468 -2.8613  0.000
C: -3.6126 0.3432 -4.6880  0.017
C: -2.2944 -1.3413 -5.9559  0.027
C: -4.2467 0.4040 -3.3617  0.007
H: -4.2299 -0.1878 -5.3874  0.004
H: -3.2728 1.2954 -5.1056  -0.004
H: -4.9282 -0.4433 -3.2236  0.000
H: -4.9125 1.2633 -3.4028  0.002
H: -3.5340 0.4946 -2.5346  -0.007
C: -3.3288 -2.4035 -6.0243  0.002
H: -1.2404 -1.6513 -6.0337  -0.003
H: -2.5192 -0.5794 -6.6998  0.001
H: -3.2719 -3.0741 -5.1698  0.000
H: -3.1377 -2.9168 -6.9584  0.000
H: -4.3335 -2.0045 -6.1361  0.000
H: -1.9323 -0.8991 -3.9091  -0.010
Pt: 1.1227 1.4319 -1.3351  0.960
C: -0.1877 0.7168 -2.4794  0.231
Si: 0.5033 1.2256 -4.1865  0.056
H: -1.2786 0.9859 -2.3091  -0.019
H: -0.1551 -0.4168 -2.3662  -0.057
C: 1.8347 0.0572 -4.8024  0.021
C: 1.1777 2.8889 -3.5676  0.114
C: -0.5162 1.8130 -5.6393  0.053
C: 3.0790 1.0157 -1.6221  0.222
Si: 3.8659 1.7518 -0.0994  0.002
H: 3.3830 1.5003 -2.5586  0.008
H: 3.2110 -0.0611 -1.7574  0.015
C: 5.2719 2.8502 -0.7031  0.018
C: 4.5772 0.3337 0.8905  0.016
C: 2.7361 2.7653 0.9847  0.068
H: 0.1196 2.5556 -6.1760  0.001
H: -1.4264 2.3481 -5.3081  0.000
H: -0.8004 1.0124 -6.3487  -0.010
H: 2.6580 -0.0757 -4.0782  0.001
H: 2.2303 0.5420 -5.7184  -0.001
H: 1.4243 -0.9308 -5.0756  -0.004
H: 1.3950 3.1266 -2.4827  -0.004
H: 0.3599 3.5758 -3.8372  0.008
H: 2.0813 3.1089 -4.1608  -0.003
H: 4.7911 -0.5477 0.2695  0.002
H: 3.8967 0.0192 1.6941  -0.001
H: 5.5222 0.6419 1.3653  0.000
H: 2.4475 2.1875 1.8709  -0.002
H: 1.7933 3.1578 0.5658  -0.007
H: 3.3223 3.6333 1.3159  -0.003
H: 6.2324 2.4972 -0.3169  -0.002
H: 5.1254 3.8811 -0.3655  0.001
H: 5.3490 2.8392 -1.7912  -0.001
S: -0.8458 2.3770 -0.2055  0.106
C: -0.7302 0.8235 0.5898  0.020
C: -1.5909 0.1632 1.4895  -0.019
C: -1.1803 -1.0523 2.0211  0.034
C: 0.0084 -1.6386 1.5903  0.004
C: 0.7719 -1.0328 0.6146  0.031
N: 0.3908 0.1767 0.1728  0.098
H: -2.5414 0.6553 1.6767  0.008
H: -1.7948 -1.5241 2.7697  0.006
H: 0.3402 -2.5738 1.9817  0.001
H: 1.6617 -1.4524 0.1549  0.001